No. 1
The following is a DFT calculation (the ωB97M-V functional and the def2-TZVPD basis) of a 2-piece molecular cluster, C32H29NO2 overall.

- energy relative to the best compared isomer or geometry (same formula, charge and spin) (kcal/mol) = 8.3
- charge = 0
- HOMO (hartree) = -0.238
- largest force on an atom (eV Å⁻¹) = 1.9
- LUMO energy (eV) = -1.47

Structure (XYZ):
```
64
Properties=species:S:1:pos:R:3:mulliken_charge:R:1
C -4.769 -1.550 -1.695 -0.6846
N -3.440 -2.143 -1.574 0.1509
C -3.332 -3.588 -1.423 -0.9266
C -2.354 -1.384 -1.607 -0.2631
C -1.056 -1.876 -1.374 -0.3340
C 0.091 -1.101 -1.391 0.0069
C 1.376 -1.718 -1.648 0.0525
C 2.166 -1.211 -2.707 -0.4509
C 3.171 -1.992 -3.265 -0.6499
C 3.496 -3.238 -2.708 -0.3615
C 2.798 -3.693 -1.582 -0.8736
C 1.742 -2.950 -1.048 0.0600
H -5.513 -2.344 -1.566 0.2501
H -4.912 -0.762 -0.940 0.2666
H -4.909 -1.092 -2.687 0.3013
H -4.346 -4.000 -1.439 0.2916
H -2.760 -4.011 -2.261 0.3566
H -2.817 -3.832 -0.482 0.3424
H -2.532 -0.338 -1.886 0.7829
H -0.967 -2.966 -1.250 0.4585
H -0.011 -0.030 -1.553 0.0671
H 1.902 -0.234 -3.123 0.3979
H 3.710 -1.623 -4.137 0.3914
H 4.275 -3.859 -3.162 0.3784
H 3.083 -4.638 -1.115 0.3816
H 1.181 -3.307 -0.179 0.4015
C 2.188 -1.702 3.571 -0.4826
C 0.792 -1.707 3.612 -0.8492
C 0.053 -1.025 2.645 -0.5069
C 0.710 -0.177 1.724 -0.2225
C 0.009 0.862 0.968 0.5232
C -1.376 0.694 0.527 0.0563
C -1.900 1.547 -0.607 0.7273
C -1.097 2.111 -1.612 0.6647
C -1.668 2.898 -2.617 -1.1852
C -3.047 3.154 -2.591 -0.4235
C -3.862 2.572 -1.613 -0.8891
C -3.290 1.753 -0.640 -0.5745
O -2.152 -0.126 1.051 -0.7828
C 0.358 2.276 1.186 0.5319
C 1.581 2.683 1.994 0.3561
C 1.683 2.326 3.338 -0.1949
C 2.660 2.922 4.147 -0.6307
C 3.461 3.947 3.631 -0.4923
C 3.343 4.319 2.282 -0.5324
C 2.391 3.704 1.472 -0.5019
O -0.366 3.221 0.851 -0.7032
C 2.117 -0.301 1.600 0.2421
C 2.847 -1.037 2.526 -1.0999
H 2.773 -2.207 4.343 0.3842
H 0.265 -2.232 4.414 0.3748
H -1.032 -1.066 2.628 0.4725
H -0.016 1.954 -1.610 0.3702
H -1.029 3.334 -3.388 0.3953
H -3.485 3.820 -3.335 0.3794
H -4.940 2.756 -1.569 0.4232
H -3.903 1.275 0.127 0.5918
H 0.980 1.598 3.753 0.3594
H 2.760 2.594 5.181 0.3919
H 4.167 4.461 4.280 0.3734
H 3.968 5.111 1.868 0.3624
H 2.234 4.031 0.441 0.3659
H 2.613 0.210 0.769 0.5426
H 3.937 -1.072 2.457 0.3892
```

---

No. 2
The following is a DFT calculation (the ωB97M-V functional and the def2-TZVPD basis) of C32H30BaN6O2PS2Se2Te2 as an isolated structure.

- energy relative to the best compared isomer or geometry (same formula, charge and spin) (kcal/mol) = 14.4
- charge = -1
- HOMO (hartree) = -0.131
- largest force on an atom (eV Å⁻¹) = 1.2
- LUMO energy (eV) = 2.07

Structure (XYZ):
```
78
Properties=species:S:1:pos:R:3:mulliken_charge:R:1
Ba 0.512 -2.469 -1.910 1.3155
C -1.757 -2.445 3.875 -0.8893
N -2.630 -2.110 2.769 0.3000
C -3.941 -1.690 2.869 -0.5944
C -4.404 -1.545 1.617 -0.6075
N -3.371 -1.874 0.749 0.5070
C -2.265 -2.226 1.461 0.0691
S -0.732 -2.724 1.004 -0.3595
C -3.578 -1.919 -0.671 -0.3080
C -4.736 -2.513 -1.143 -0.6314
C -4.961 -2.487 -2.509 -0.5703
C -4.026 -1.885 -3.329 -0.6668
C -2.888 -1.352 -2.743 0.1733
N -2.661 -1.360 -1.430 0.5556
H -2.343 -2.413 4.792 0.3223
H -0.927 -1.742 3.934 0.2724
H -1.348 -3.443 3.727 0.3488
H -4.414 -1.519 3.819 0.4672
H -5.354 -1.206 1.247 0.5219
H -5.412 -3.013 -0.463 0.5514
H -5.841 -2.960 -2.925 0.3898
H -4.118 -1.844 -4.406 0.4118
H -2.137 -0.897 -3.380 0.0947
Se -1.878 -4.776 -2.156 -0.7744
Te -2.022 -4.689 -4.660 -0.1337
Te -0.419 -2.624 -5.540 -0.1002
Se -1.810 -0.695 -6.331 -0.7728
O 3.171 -2.680 -2.193 -0.7978
C 3.181 -1.445 -1.976 -0.2629
O 2.344 -0.648 -2.474 -0.6597
C 4.156 -0.912 -0.953 0.4881
C 5.506 -1.216 -1.120 -0.5493
C 6.456 -0.704 -0.257 -0.6143
C 6.060 0.115 0.795 -0.7530
C 4.718 0.390 0.982 -0.2245
C 3.742 -0.132 0.128 -0.0468
P 1.944 0.210 0.379 1.8632
C 1.721 0.158 2.196 0.1113
C 2.519 -0.526 3.107 -0.7797
C 2.152 -0.612 4.446 -0.6356
C 0.984 -0.017 4.896 -0.5478
C 0.156 0.633 3.988 -0.5781
C 0.511 0.696 2.652 -0.0341
C 1.978 2.013 0.008 0.6334
C 1.905 3.016 0.972 -0.2796
C 1.903 4.355 0.600 -0.6814
C 1.982 4.708 -0.739 -0.7013
C 2.082 3.714 -1.703 -0.3876
C 2.083 2.377 -1.336 -0.8337
H 5.794 -1.855 -1.945 0.4993
H 7.504 -0.934 -0.407 0.3760
H 6.796 0.537 1.468 0.4098
H 4.414 1.027 1.805 0.4672
H 3.434 -0.999 2.778 0.5119
H 2.790 -1.147 5.139 0.3893
H 0.711 -0.075 5.943 0.3786
H -0.777 1.075 4.319 0.4005
H -0.158 1.148 1.928 -0.2562
H 1.843 2.759 2.021 0.3945
H 1.840 5.122 1.363 0.4223
H 1.972 5.751 -1.029 0.3761
H 2.150 3.974 -2.752 0.4628
H 2.165 1.604 -2.088 0.3081
C -2.633 2.528 1.039 -0.8133
C -2.450 3.075 -0.371 -0.4596
C -1.618 2.189 -1.242 0.1716
N -1.026 1.118 -0.852 -0.1243
N -0.369 0.466 -1.866 0.4258
C -0.403 1.106 -2.995 -0.0580
N 0.318 0.783 -4.100 -0.2264
S -1.384 2.543 -2.931 -0.4526
H -3.307 3.171 1.606 0.4713
H -1.676 2.495 1.560 0.0789
H -3.039 1.516 1.018 0.0652
H -1.985 4.064 -0.327 0.3026
H -3.421 3.213 -0.854 0.3663
H 0.956 0.013 -3.936 0.4370
H -0.235 0.661 -4.955 0.0540
```

---

No. 3
The following is a DFT calculation (the ωB97M-V functional and the def2-TZVPD basis) of C32H30Br2EuN2O2S as an isolated structure.

- energy relative to the best compared isomer or geometry (same formula, charge and spin) (kcal/mol) = 86.0
- charge = +1
- spin multiplicity = 7
- HOMO (alpha / beta) (hartree) = -0.291 / -0.372
- largest force on an atom (eV Å⁻¹) = 3.7
- LUMO energy (alpha / beta) (eV) = -2.81 / -5.51

Structure (XYZ):
```
70
Properties=species:S:1:pos:R:3:mulliken_charge:R:1
Eu 0.389 0.626 -0.626 0.9154
Br 7.699 3.292 0.145 -0.1025
C 6.032 2.420 -0.318 0.0068
C 6.019 1.281 -1.124 -0.6037
C 4.833 0.610 -1.356 -0.5828
C 3.582 1.118 -0.954 0.6251
O 2.452 0.547 -1.267 -0.4918
C 3.611 2.358 -0.242 0.5879
C 2.456 3.105 0.197 -0.1574
N 1.207 2.736 0.209 0.1775
C 0.245 3.760 0.385 -0.9530
C 0.248 4.746 1.357 -0.1460
C -0.815 5.647 1.485 -0.8292
C -1.810 5.701 0.497 -0.7131
C -1.889 4.706 -0.462 1.0233
C -2.841 4.679 -1.535 -0.4235
C -2.750 3.744 -2.538 -1.0683
C -1.834 2.755 -2.329 -0.2473
N -0.953 2.716 -1.335 -0.2407
C -0.857 3.753 -0.495 0.6941
C 4.846 2.952 0.108 -1.0666
H 7.006 1.022 -1.526 0.3746
H 4.830 -0.288 -1.987 0.4150
H 2.760 4.170 0.390 0.3252
H 1.106 4.680 2.020 0.4982
H -0.665 6.439 2.212 0.3953
H -2.505 6.556 0.436 0.3691
H -3.671 5.331 -1.427 0.4572
H -3.545 3.706 -3.204 0.4487
H -1.882 1.824 -2.896 0.5588
H 4.870 3.819 0.702 0.5314
Br -0.171 0.718 2.474 -0.0979
C 0.347 -1.022 2.907 0.6562
C 0.393 -1.326 4.229 -0.7555
C 0.850 -2.610 4.652 -0.7426
C 1.164 -3.524 3.702 -0.8971
C 1.149 -3.232 2.329 0.9532
C 1.451 -4.193 1.354 -0.6749
C 1.448 -3.932 0.046 -1.1879
C 1.270 -2.605 -0.352 -0.7709
C 0.779 -1.646 0.501 -0.0926
C 0.782 -1.947 1.879 1.1704
H 0.187 -0.538 4.940 0.4335
H 1.027 -2.873 5.692 0.4017
H 1.475 -4.518 4.018 0.3860
H 1.616 -5.214 1.694 0.3729
H 1.671 -4.716 -0.713 0.3621
H 1.507 -2.402 -1.379 0.4844
C -3.391 -2.515 2.062 -1.5867
C -2.723 -2.332 0.721 1.0104
C -3.286 -1.024 0.009 -0.8436
S -2.865 -0.747 -1.740 0.3584
O -1.488 -0.156 -1.759 -0.4496
C -2.823 -2.402 -2.490 -1.1757
C -1.422 -3.130 -2.586 0.4208
C -1.442 -4.119 -3.754 -1.4918
H -2.896 -3.276 2.674 0.3635
H -4.435 -2.814 1.900 0.4361
H -3.497 -1.602 2.671 0.3226
H -2.930 -3.205 0.071 0.1853
H -1.649 -2.216 0.803 -0.5660
H -2.846 -0.181 0.532 0.3126
H -4.381 -0.971 0.153 0.5375
H -3.271 -2.172 -3.426 0.5545
H -3.484 -2.964 -1.839 0.5967
H -1.160 -3.549 -1.606 0.0717
H -0.663 -2.342 -2.772 0.0702
H -2.362 -4.779 -3.659 0.3209
H -0.539 -4.795 -3.810 0.3527
H -1.567 -3.637 -4.651 0.4210
```

---

No. 4
The following is a DFT calculation (the ωB97M-V functional and the def2-TZVPD basis) of C32H30Br3N6O2W as an isolated structure.

- energy relative to the best compared isomer or geometry (same formula, charge and spin) (kcal/mol) = 40.2
- charge = +3
- spin multiplicity = 3
- HOMO (alpha / beta) (hartree) = -0.588 / -0.592
- largest force on an atom (eV Å⁻¹) = 0.7
- LUMO energy (alpha / beta) (eV) = -10.17 / -9.65

Structure (XYZ):
```
74
Properties=species:S:1:pos:R:3:mulliken_charge:R:1
W -0.179 -0.086 0.017 1.8409
Br -2.648 -6.738 2.286 -0.0680
C -2.326 -5.023 1.632 -0.4223
C -3.400 -4.108 1.529 -0.3156
C -3.211 -2.828 1.071 -0.7474
C -1.925 -2.405 0.732 -0.0520
O -1.749 -1.135 0.365 0.0125
C -0.856 -3.332 0.734 0.9503
C 0.258 -3.084 -0.081 -0.2428
N 0.549 -1.906 -0.615 0.5195
C 1.051 -1.908 -1.962 -0.8358
C 2.006 -2.730 -2.489 -0.4618
C 2.297 -2.661 -3.868 -1.1836
C 1.597 -1.818 -4.686 -0.8659
C 0.593 -0.975 -4.152 0.6547
C -0.264 -0.176 -4.945 -0.7148
C -1.277 0.519 -4.344 -1.3163
C -1.380 0.516 -2.948 -0.0170
N -0.557 -0.154 -2.154 0.4873
C 0.367 -0.983 -2.770 1.5136
C -1.085 -4.654 1.203 -0.6883
H -4.392 -4.434 1.821 0.4868
H -4.033 -2.128 1.004 0.4828
H 0.816 -3.942 -0.448 0.4677
H 2.528 -3.449 -1.868 0.5433
H 3.058 -3.311 -4.278 0.4893
H 1.783 -1.803 -5.753 0.4964
H -0.134 -0.153 -6.021 0.5313
H -1.989 1.095 -4.919 0.5079
H -2.155 1.097 -2.473 0.4332
H -0.269 -5.368 1.190 0.5462
O 5.476 2.199 -2.167 -0.4830
C 4.323 1.703 -1.771 0.4784
C 4.139 0.422 -1.236 -0.7888
C 2.882 0.069 -0.837 -0.8108
N 1.764 0.846 -0.906 0.4201
C 1.968 2.036 -1.527 0.0387
Br 0.532 3.156 -1.995 0.0835
C 3.193 2.505 -1.932 -0.8335
H 6.214 1.589 -2.048 0.3446
H 4.953 -0.285 -1.138 0.4282
H 2.739 -0.924 -0.438 0.7512
H 3.285 3.472 -2.404 0.5523
Br -1.577 -1.582 3.603 0.1258
C 0.050 -0.668 3.428 0.1127
C 0.655 -0.334 4.629 -0.8097
C 1.951 0.143 4.638 -0.6384
C 2.615 0.234 3.427 -0.8884
C 1.927 -0.082 2.280 -0.4146
N 0.635 -0.498 2.218 0.0041
H 0.109 -0.495 5.549 0.5404
H 2.433 0.407 5.572 0.5020
H 3.646 0.556 3.359 0.5392
H 2.424 0.032 1.350 0.7172
C -2.298 2.120 -0.185 0.4168
C -2.909 3.472 0.251 -1.2971
N -2.433 3.806 1.583 -0.1046
C -2.880 2.778 2.523 -1.0419
C -2.385 1.364 2.090 -0.0608
N -1.463 1.528 0.918 0.2262
C -0.394 2.472 1.378 -0.0873
C -0.982 3.893 1.577 -0.9864
H -1.634 2.258 -1.031 -0.8027
H -3.050 1.369 -0.429 0.6939
H -3.997 3.418 0.267 0.2775
H -2.628 4.263 -0.443 0.4407
H -3.967 2.798 2.578 0.3322
H -2.500 3.023 3.515 0.3639
H -3.189 0.696 1.786 0.5607
H -1.828 0.888 2.891 -0.1838
H 0.422 2.484 0.648 0.0811
H -0.005 2.069 2.310 0.4670
H -0.663 4.568 0.784 0.3281
H -0.632 4.299 2.525 0.3732
```

---

No. 5
The following is a DFT calculation (the ωB97M-V functional and the def2-TZVPD basis) of C32H30ClCoIN3PS as an isolated structure.

- charge = 0
- spin multiplicity = 4
- HOMO (alpha / beta) (hartree) = -0.255 / -0.254
- largest force on an atom (eV Å⁻¹) = 0.4
- LUMO energy (alpha / beta) (eV) = -0.10 / -1.19

Structure (XYZ):
```
70
Properties=species:S:1:pos:R:3:mulliken_charge:R:1
Co 0.525 1.078 -0.051 -0.1875
N 0.038 0.846 2.088 -0.2716
C -0.245 2.170 2.661 -0.6165
C 0.591 3.222 1.948 -0.5711
N 0.263 3.206 0.517 -0.3054
H -0.733 0.211 2.256 0.1543
H 0.862 0.427 2.510 0.1115
H -0.067 2.206 3.740 0.3959
H -1.305 2.384 2.495 0.2654
H 1.649 2.967 2.049 0.3059
H 0.439 4.202 2.412 0.4191
H 1.028 3.576 -0.037 0.2649
H -0.560 3.764 0.319 0.1740
I -2.373 -0.368 -0.438 0.2079
C -2.036 -2.330 0.256 -0.1707
C -3.136 -2.798 0.928 -0.6289
C -3.265 -4.157 1.271 -0.8434
C -2.311 -5.026 0.854 -0.8291
C -1.159 -4.571 0.169 0.7611
C -0.224 -5.542 -0.268 -0.8342
C 0.908 -5.169 -0.917 -1.1923
C 1.192 -3.799 -1.055 -0.4974
C 0.340 -2.810 -0.629 1.2636
P 1.125 -1.134 -0.475 1.6903
C 2.288 -1.154 -1.884 -0.0221
C 1.753 -0.817 -3.125 -0.5999
C 2.561 -0.770 -4.247 -0.6858
C 3.920 -1.034 -4.134 -0.4973
C 4.460 -1.356 -2.900 -0.8669
C 3.646 -1.424 -1.778 0.3260
C 2.139 -1.429 1.021 0.4537
C 3.192 -0.552 1.298 0.0326
C 3.859 -0.617 2.511 -0.8806
C 3.476 -1.540 3.476 -0.6275
C 2.430 -2.409 3.212 -0.7078
C 1.768 -2.358 1.991 -0.5397
C -0.936 -3.182 -0.081 0.6643
H -3.946 -2.122 1.158 0.4232
H -4.140 -4.496 1.808 0.3892
H -2.411 -6.089 1.036 0.3675
H -0.440 -6.586 -0.079 0.3705
H 1.615 -5.906 -1.273 0.4258
H 2.150 -3.522 -1.473 0.3719
H 0.699 -0.574 -3.208 0.3893
H 2.137 -0.505 -5.206 0.4022
H 4.557 -0.973 -5.006 0.3789
H 5.522 -1.541 -2.803 0.4162
H 4.079 -1.677 -0.819 0.4564
H 3.497 0.184 0.568 -0.1247
H 4.683 0.061 2.698 0.4665
H 3.995 -1.586 4.425 0.3945
H 2.127 -3.137 3.954 0.4428
H 0.958 -3.054 1.808 0.2842
Cl -3.131 4.657 -3.465 -0.2345
C -4.071 4.667 -2.007 0.4574
C -5.176 5.489 -1.942 -0.5494
C -5.951 5.521 -0.790 -0.3380
C -5.613 4.722 0.301 -0.7480
C -4.511 3.903 0.236 -0.3936
C -3.690 3.840 -0.920 1.1613
C -2.576 2.995 -0.946 -1.4060
H -5.429 6.102 -2.795 0.4099
H -6.816 6.168 -0.747 0.3725
H -6.218 4.745 1.198 0.3737
H -4.246 3.274 1.077 0.3469
H -1.935 2.918 -1.811 0.2857
H -2.324 2.397 -0.084 0.1113
S 4.947 2.377 -0.910 -0.4462
C 3.354 2.040 -0.968 0.3243
N 2.206 1.796 -0.976 -0.6962
```

---

No. 6
The following is a DFT calculation (the ωB97M-V functional and the def2-TZVPD basis) of C32H30F3GeN5O2STi as an isolated structure.

- energy relative to the best compared isomer or geometry (same formula, charge and spin) (kcal/mol) = 5.2
- charge = +1
- spin multiplicity = 2
- HOMO (alpha / beta) (hartree) = -0.362 / -0.359
- largest force on an atom (eV Å⁻¹) = 0.9
- LUMO energy (alpha / beta) (eV) = -4.39 / -4.38

Structure (XYZ):
```
75
Properties=species:S:1:pos:R:3:mulliken_charge:R:1
Ti 0.933 0.668 0.811 -0.2133
C 1.342 2.353 4.918 -1.7039
C 0.995 1.621 3.664 0.6026
N 1.776 1.599 2.628 0.5797
O 2.954 2.335 2.780 -0.5840
C -0.247 0.899 3.556 0.1973
C -1.257 0.800 4.653 -1.9300
N -0.431 0.345 2.374 1.1046
O -1.446 -0.362 2.100 -0.6973
H 2.007 3.187 4.714 0.4731
H 1.859 1.675 5.602 0.3198
H 0.440 2.699 5.416 0.4247
H 3.358 2.332 1.903 0.3378
H -0.795 0.534 5.604 0.4290
H -1.980 0.034 4.385 0.3826
H -1.797 1.740 4.791 0.3403
S 2.579 1.821 -0.850 -0.5134
C 1.337 2.932 -0.689 0.0922
N 1.237 4.055 -1.448 0.0835
C 0.321 5.015 -1.194 -0.2253
C -0.551 4.866 -0.160 -0.7948
C -0.503 3.650 0.534 -0.1284
N 0.379 2.711 0.241 0.6235
H 1.898 4.165 -2.207 0.3086
H 0.337 5.875 -1.849 0.4387
H -1.281 5.624 0.077 0.4645
H -1.222 3.415 1.309 0.5138
F 5.169 -5.042 1.290 -0.2594
C 3.898 -5.067 0.870 0.8324
F 3.245 -5.995 1.577 -0.2546
F 3.900 -5.455 -0.414 -0.2400
C 3.246 -3.713 1.005 0.2778
C 4.017 -2.559 0.939 -1.2091
C 3.373 -1.344 1.011 -0.2303
N 2.043 -1.238 1.126 0.4106
C 1.311 -2.355 1.216 -0.2761
C 1.876 -3.616 1.158 -1.1093
H 5.092 -2.608 0.841 0.4994
H 3.929 -0.416 0.965 0.4164
H 0.242 -2.228 1.336 1.0232
H 1.245 -4.491 1.220 0.5484
C -1.369 -4.960 -0.655 -0.7076
C -0.664 -4.401 -1.713 -0.7183
C -0.583 -3.018 -1.842 -0.2425
C -1.195 -2.173 -0.917 0.0240
C -1.915 -2.748 0.132 -0.0203
C -2.003 -4.129 0.262 -0.6533
Ge -0.958 -0.217 -1.023 0.5990
C -2.749 0.600 -1.065 0.1420
C -2.901 1.985 -1.125 -0.1174
C -4.156 2.578 -1.182 -0.8439
C -5.293 1.782 -1.180 -0.6213
C -5.161 0.401 -1.134 -0.7667
C -3.901 -0.183 -1.081 -0.3143
C -0.132 0.206 -2.783 -0.2445
C 1.139 -0.279 -3.095 0.0661
C 1.797 0.103 -4.257 -0.7981
C 1.198 1.004 -5.130 -0.6419
C -0.064 1.503 -4.834 -0.7316
C -0.722 1.104 -3.673 -0.1662
H -1.439 -6.037 -0.555 0.4184
H -0.185 -5.037 -2.447 0.4564
H -0.045 -2.603 -2.687 0.3833
H -2.400 -2.113 0.866 0.3295
H -2.572 -4.556 1.079 0.4388
H -2.023 2.616 -1.176 0.4876
H -4.249 3.657 -1.240 0.4264
H -6.276 2.235 -1.225 0.3894
H -6.044 -0.227 -1.144 0.4296
H -3.819 -1.263 -1.051 0.3944
H 1.638 -0.966 -2.416 0.4857
H 2.777 -0.303 -4.481 0.4231
H 1.705 1.301 -6.039 0.4150
H -0.551 2.191 -5.517 0.4559
H -1.718 1.488 -3.476 0.4680
```